Entry 1:
The following is a quantum chemistry calculation of a cluster of 6 separate species, C19H27NO18 in total, from OMol25.

Computed properties:
Electronic energy   -2149.20482 a.u.
SMILES string   C[C@@H]1OC(=O)O[C@@H]1N.O=C1OCCO1.O=C1OCCO1.O=C1OCCO1.O=C1OCCO1.O=C1OCCO1

ORCA input file:
```
! wB97M-V def2-TZVPD RIJCOSX def2/J DEFGRID3
* xyz 0 1
C -1.00360 -2.02461 1.11355
C -0.81199 -1.18303 -0.28254
O -0.43627 -1.87998 -1.52251
C 1.03438 -1.71433 -1.56942
O 1.74267 -2.38713 -2.48856
O 1.50606 -0.81270 -0.48297
C 0.30803 0.04110 -0.25852
N 0.44434 0.85931 1.02320
H -0.92601 -1.22377 1.99539
H -2.04901 -2.58041 1.20131
H -0.13799 -2.82327 1.27630
H -1.91994 -0.80631 -0.48456
H 0.02568 0.64672 -1.22895
H 1.47394 0.98099 1.26415
H 0.00613 1.81970 0.89471
O 1.28621 3.15547 -1.37971
C 0.46199 3.56408 -2.18057
O -0.64618 2.86874 -2.57037
C -1.44971 3.76170 -3.31864
C -0.46966 4.77838 -3.80737
O 0.52860 4.77645 -2.80458
H -1.95069 3.23875 -4.13790
H -2.20696 4.19500 -2.65691
H -0.01321 4.49430 -4.76143
H -0.91591 5.77149 -3.90861
O -3.40418 -3.56938 2.82348
C -4.41880 -3.06814 2.36851
O -4.57832 -1.73460 2.12419
C -5.78523 -1.59096 1.39916
C -6.55547 -2.81721 1.76800
O -5.54327 -3.76826 2.03830
H -6.30306 -0.67179 1.68657
H -5.55244 -1.54909 0.32998
H -7.15865 -2.67621 2.67110
H -7.20407 -3.16070 0.95744
O -6.44720 0.72057 7.32999
C -5.53503 0.28663 6.64638
O -5.70379 -0.37931 5.46676
C -4.42173 -0.51126 4.88207
C -3.49851 -0.41293 6.05295
O -4.21206 0.40311 6.96237
H -4.33070 -1.46723 4.35912
H -4.27512 0.30263 4.16431
H -3.31211 -1.38518 6.52124
H -2.54069 0.04456 5.79037
O 6.32135 4.15585 -5.19022
C 5.86100 4.01761 -4.06922
O 4.60343 4.39821 -3.69890
C 4.37746 3.86835 -2.40618
C 5.75773 3.68935 -1.86229
O 6.53732 3.46277 -3.02117
H 3.77871 4.55727 -1.80407
H 3.83942 2.91947 -2.50219
H 6.12782 4.58773 -1.35707
H 5.82770 2.84117 -1.17573
O 7.56291 -4.78760 -0.48888
C 6.57969 -4.38674 -1.08911
O 5.64285 -3.54577 -0.56132
C 4.80313 -3.14467 -1.62759
C 4.96298 -4.24684 -2.62392
O 6.27262 -4.72189 -2.37637
H 3.76942 -3.03730 -1.28766
H 5.15403 -2.18063 -2.01044
H 4.25322 -5.06461 -2.46024
H 4.86674 -3.89358 -3.65426
*
```

***

Entry 2:
The following is a quantum chemistry calculation of a cluster of 10 separate species, C36H66N10O12 in total, from OMol25.

Computed properties:
Electronic energy   -2860.83498 a.u.
Relative energy (zero: lowest compared OMol25 entry of this formula, charge and spin)   18.789 eV
SMILES string   O=[N+]([O-])c1ccccc1.O=[N+]([O-])c1ccccc1.CN(C)C=O.CN(C)C=O.CN(C)C=O.CN(C)C=O.CN(C)C=O.CN(C)C=O.CN(C)C=O.CN(C)C=O

ORCA input file:
```
! wB97M-V def2-TZVPD RIJCOSX def2/J DEFGRID3
* xyz 0 1
O -55.39789 -1.86341 7.88285
N -55.29447 -0.54650 8.08042
O -54.15537 0.03080 8.12664
C -56.49176 0.10005 8.68095
C -57.70411 -0.56819 9.10881
C -58.84024 0.34855 9.66539
C -58.66451 1.88578 9.79695
C -57.54643 2.55870 9.44552
C -56.40003 1.67107 8.84198
H -57.84605 -1.77560 8.83382
H -59.72830 -0.03971 10.01531
H -59.41541 2.57663 10.15213
H -57.27644 3.51634 9.48257
H -55.40264 2.13928 8.42104
O -53.12910 5.86705 3.04709
N -52.80870 6.04443 4.32071
O -52.87822 7.24248 4.84534
C -52.66902 4.81256 5.21013
C -53.18543 3.52069 4.70156
C -52.96581 2.24461 5.55373
C -52.10431 2.44930 6.91587
C -51.72027 3.72505 7.33075
C -51.93970 5.00736 6.49906
H -53.62918 3.26785 3.76640
H -53.35060 1.36223 5.18769
H -51.73297 1.59613 7.48346
H -51.06854 3.87851 8.21742
H -51.56477 5.89796 6.54993
C -58.40695 6.45173 6.28982
N -57.50704 5.79463 7.22460
C -56.50191 4.92131 6.70705
C -57.36247 6.25299 8.54680
O -56.60103 5.81294 9.39428
H -58.12558 7.42380 5.97458
H -59.37964 6.81034 6.87142
H -58.73477 5.80775 5.61028
H -56.57529 3.87189 6.94399
H -55.40406 5.37902 7.16617
H -56.47525 5.21997 5.59854
H -58.20020 7.04685 8.95638
C -52.91694 -3.51311 8.19454
N -51.53522 -4.01869 8.07560
C -50.39434 -3.02786 7.97652
C -51.33950 -5.33909 8.05605
O -50.23240 -5.73579 7.82044
H -53.39462 -3.43777 7.36582
H -52.93673 -2.53634 8.67180
H -53.48242 -4.18518 8.91056
H -50.97637 -1.91711 8.12076
H -49.61628 -3.11656 6.96347
H -49.81361 -3.32024 8.77432
H -52.14118 -5.88353 8.33362
C -57.95157 -0.76579 2.69348
N -57.78259 -0.48001 4.16022
C -57.07771 0.66356 4.42187
C -58.08476 -1.42638 5.10213
O -57.99752 -1.27270 6.33431
H -56.96087 -0.87519 2.34014
H -58.58274 0.04008 2.10558
H -58.20467 -1.82796 2.62213
H -56.15418 0.19088 5.00232
H -57.63999 1.33582 5.14548
H -56.77728 1.17010 3.55148
H -58.35048 -2.37452 4.85280
C -63.37604 1.19716 9.57454
N -63.89461 2.55115 9.24436
C -65.23819 2.73159 8.73914
C -63.30410 3.78131 9.47948
O -63.74784 4.93222 9.07444
H -62.29429 1.21837 9.73948
H -63.29323 0.55923 8.60011
H -64.12768 0.58925 10.19488
H -65.91581 1.88742 8.73630
H -65.02919 3.17267 7.78005
H -65.81312 3.50592 9.30128
H -62.40630 3.74278 10.03293
C -60.72573 -3.15587 7.57507
N -60.17948 -4.45104 7.18774
C -58.75120 -4.64712 7.49551
C -60.78954 -5.43402 6.55118
O -60.31226 -6.52631 6.32477
H -61.37309 -2.56427 6.71037
H -60.07681 -2.33436 7.70095
H -61.27472 -3.36685 8.33839
H -58.25337 -4.43500 6.39683
H -58.47547 -5.30006 8.21626
H -58.57104 -3.81341 7.89481
H -61.59676 -5.09352 6.06596
C -60.57105 1.84717 6.50387
N -61.75954 1.68672 5.69161
C -61.71825 0.75048 4.48529
C -62.91957 2.28629 5.91791
O -63.90495 2.34306 5.24316
H -59.86569 1.06694 6.38394
H -60.57054 2.15077 7.58422
H -59.92103 2.69840 6.10205
H -60.68590 0.23576 4.40820
H -61.71370 1.42531 3.51218
H -62.41509 -0.02772 4.31904
H -62.75933 3.00946 6.80692
C -60.32958 2.36648 14.40109
N -60.23422 1.16843 13.62052
C -58.88339 0.36226 13.56228
C -61.34748 0.75248 12.82911
O -61.39669 -0.13496 12.06873
H -61.14227 2.42733 15.27502
H -60.51262 3.36454 13.81374
H -59.42392 2.32544 14.86483
H -58.30925 0.47256 12.73502
H -58.94276 -0.55359 13.62817
H -58.06753 0.86939 14.00333
H -62.07799 1.37354 13.15700
C -61.37212 7.31561 10.34337
N -60.70716 6.01353 9.90251
C -59.79992 5.54431 10.93538
C -60.95453 5.69771 8.66334
O -60.38081 4.68430 8.17453
H -60.86087 8.07131 9.60748
H -61.24762 7.66789 11.37002
H -62.53747 7.25976 10.19489
H -60.43916 5.02708 11.68451
H -59.29231 6.33204 11.36522
H -59.00217 4.90033 10.49725
H -61.66352 6.53205 8.09403
*
```

***

Entry 3:
The following is a quantum chemistry calculation of a structure of composition C32H32BrN3Sc, from OMol25.

Computed properties:
Electronic energy   -4737.73606 a.u.
Relative energy (zero: lowest compared OMol25 entry of this formula, charge and spin)   0.257 eV

ORCA input file:
```
! wB97M-V def2-TZVPD RIJCOSX def2/J DEFGRID3
* xyz -1 1
Sc 0.45505 0.28341 -0.03340
Br 2.88428 -0.54089 -0.66497
C 0.71864 2.45601 -0.47552
C 0.67436 3.77731 -0.21589
C -0.26361 4.75088 -0.73362
C -1.54630 4.48834 -1.07247
C -2.18784 3.19692 -0.93204
C -3.54213 3.11593 -0.56739
C -4.06523 1.92001 -0.11751
C -3.23396 0.80333 0.04866
C -1.90036 0.78967 -0.36485
C -1.48338 1.98750 -0.97083
H 1.35923 4.14686 0.54470
H 0.04319 5.79392 -0.72328
H -2.19309 5.32640 -1.32079
H -4.15247 4.01312 -0.58021
H -5.10901 1.86827 0.17406
H -3.66845 -0.07156 0.52935
C -1.05801 1.28800 -3.70140
C 0.08332 2.01617 -2.99242
C 1.40403 1.31861 -3.30353
C 0.16337 3.44441 -3.54251
N -0.15531 1.90927 -1.52854
H -0.84846 1.24631 -4.77225
H -2.01154 1.79579 -3.55014
H -1.17029 0.26922 -3.32798
H 1.62227 1.39952 -4.37087
H 1.37236 0.26215 -3.03422
H 2.22567 1.76386 -2.74160
H 0.44564 3.39390 -4.59782
H 0.91856 4.02299 -3.01218
H -0.78919 3.96368 -3.46443
C -2.05039 -3.76244 3.23380
C -0.88735 -3.42749 3.91496
C -0.11028 -2.34456 3.53545
C -0.46182 -1.54516 2.42774
C -1.66916 -1.87390 1.77723
C -2.43409 -2.95847 2.16590
N 0.31637 -0.50800 1.95778
C 1.30245 -0.02292 2.85956
C 0.98262 1.01509 3.73489
C 1.92905 1.52020 4.61360
C 3.21508 0.99520 4.63085
C 3.54364 -0.03467 3.75911
C 2.59667 -0.54042 2.88049
H -2.64873 -4.61176 3.53713
H -0.57094 -4.02422 4.76363
H 0.79162 -2.11962 4.08865
H -2.00966 -1.22280 0.98325
H -3.35440 -3.16818 1.63129
H -0.02182 1.42037 3.70218
H 1.66490 2.33148 5.28155
H 3.95777 1.39373 5.31124
H 4.54784 -0.44130 3.75430
H 2.85100 -1.32620 2.18157
N -0.26430 -1.67991 -1.24672
C 0.49420 -2.87587 -1.40799
C 1.13470 -3.13783 -2.61143
C 1.91299 -4.27558 -2.74934
C 2.05544 -5.15875 -1.68857
C 1.41486 -4.88937 -0.48710
C 0.63782 -3.75118 -0.33901
H -1.09915 -1.82495 -0.68632
H -0.57059 -1.30996 -2.13894
H 1.04379 -2.43368 -3.43088
H 2.41841 -4.46588 -3.68787
H 2.66836 -6.04482 -1.79358
H 1.52687 -5.56509 0.35160
H 0.15491 -3.53040 0.60591
*
```

***

Entry 4:
The following is a quantum chemistry calculation of a cluster of 3 separate species, C3H14N4O in total, from OMol25.

Computed properties:
Electronic energy   -416.34947 a.u.
Relative energy (zero: lowest compared OMol25 entry of this formula, charge and spin)   0.000 eV

ORCA input file:
```
! wB97M-V def2-TZVPD RIJCOSX def2/J DEFGRID3
* xyz 2 1
C -0.84522 -0.32439 -0.18845
C 0.04282 -1.29226 -0.11578
C 2.49820 0.74223 -0.21736
N 0.81670 -1.63806 1.03636
N 3.30731 1.52578 -0.75828
N -4.09511 0.64763 0.02734
N 2.66296 0.17553 0.97915
O -1.80123 -0.09872 -1.30058
H -1.08293 0.33802 0.65891
H 0.18851 -2.01174 -0.93609
H 1.69405 0.44164 -0.88985
H 0.35932 -1.56730 1.92822
H 1.27500 -2.53473 0.98323
H 3.51825 1.70891 -1.72817
H 4.17015 1.86324 -0.22861
H -3.67144 1.63810 0.20038
H -4.51131 0.20337 0.87534
H -4.96743 0.58324 -0.53987
H -1.67432 -0.59967 -2.10413
H 3.46657 0.51096 1.47369
H 1.93072 -0.48902 1.26722
H -3.28154 0.17726 -0.42267
*
```

***

Entry 5:
The following is a quantum chemistry calculation of a cluster of 13 separate species, C16H58N8O13 in total, from OMol25.

Computed properties:
Electronic energy   -2060.39867 a.u.
Relative energy (zero: lowest compared OMol25 entry of this formula, charge and spin)   0.000 eV

ORCA input file:
```
! wB97M-V def2-TZVPD RIJCOSX def2/J DEFGRID3
* xyz 0 1
C 14.57642 -18.72426 2.23674
C 14.69019 -19.29878 3.63796
O 14.91214 -20.66840 3.65148
H 14.51215 -17.66110 2.37759
H 13.77696 -19.04285 1.57441
H 15.40177 -18.92072 1.47783
H 13.73684 -19.09640 4.15464
H 15.36425 -18.67928 4.31640
H 14.73427 -21.03835 4.53658
C 13.81123 -28.45725 5.58311
C 15.26664 -28.12414 5.89887
O 15.32049 -26.68742 5.86462
H 13.19112 -28.49424 6.48953
H 13.85847 -29.37932 5.04639
H 13.27942 -27.75058 4.90609
H 15.98210 -28.53172 5.17027
H 15.52961 -28.61674 6.86269
H 15.03486 -26.33892 6.74466
C 17.78675 -25.50495 0.39630
C 19.03574 -26.34920 0.46867
O 19.92001 -25.85764 -0.51143
H 17.81357 -24.43960 0.57809
H 17.14775 -25.78255 1.20740
H 17.23368 -25.71077 -0.57984
H 18.81060 -27.39879 0.22187
H 19.52846 -26.39614 1.44652
H 20.26650 -24.99604 -0.25988
C 15.46990 -21.53582 0.06082
O 14.19890 -21.21095 -0.21026
N 16.46912 -21.39533 -0.74530
N 15.83166 -21.88808 1.30001
H 16.15304 -20.91647 -1.59272
H 17.42761 -21.68573 -0.47488
H 15.17140 -21.63312 2.02428
H 16.64839 -22.39448 1.65842
C 18.27803 -22.03611 3.73710
O 18.06196 -22.64413 2.53885
N 18.30446 -22.67656 4.80602
N 18.40053 -20.78078 3.85165
H 18.01290 -23.68950 4.70642
H 18.28393 -22.22636 5.71879
H 18.32653 -20.37629 2.91587
H 18.29647 -20.15257 4.66444
C 15.12444 -22.50864 7.10043
O 14.40940 -23.71446 7.28737
N 15.76667 -22.25234 5.99127
N 15.13261 -21.46659 7.89736
H 15.68318 -22.93311 5.25237
H 16.42680 -21.48487 5.82197
H 14.50732 -21.48262 8.68079
H 15.82022 -20.71327 7.74350
C 15.09080 -24.77895 2.86571
O 15.39785 -23.82178 3.76518
N 14.79469 -26.01794 3.10551
N 15.03173 -24.58547 1.60894
H 14.99575 -26.25507 4.05652
H 15.15473 -26.75143 2.53724
H 15.14839 -23.57937 1.34599
H 14.87872 -25.19274 0.80298
C 12.17898 -22.37777 2.42859
O 10.79571 -22.54891 2.28955
H 12.60119 -22.56916 3.39072
H 12.33543 -21.38031 2.30834
H 12.67262 -22.88656 1.61175
H 10.41859 -23.39556 2.64511
C 15.69567 -28.45662 0.86919
O 15.37972 -28.89221 2.08969
H 15.46761 -29.31875 0.24381
H 16.81477 -28.25393 0.84361
H 15.15501 -27.54775 0.54365
H 14.43981 -29.16306 2.02861
C 12.39818 -24.76594 5.23325
O 12.10058 -25.56993 4.11719
H 11.63250 -24.05970 5.51068
H 13.23134 -24.11073 4.93901
H 12.72931 -25.36695 6.12068
H 12.94699 -25.75466 3.73454
C 12.10756 -26.44169 1.09186
O 11.62608 -26.27230 -0.14941
H 13.03723 -27.05972 1.01727
H 11.29085 -26.77493 1.71659
H 12.40300 -25.43733 1.41235
H 12.34401 -26.05370 -0.73803
C 18.34626 -26.18052 4.12818
O 17.62682 -25.33364 4.91510
H 17.65380 -26.54759 3.40161
H 18.65290 -27.05416 4.72617
H 19.19037 -25.72106 3.64588
H 16.94260 -25.86423 5.34404
C 14.73059 -24.64402 -1.81154
O 14.35780 -25.79912 -1.18842
H 14.92516 -23.85333 -1.02322
H 13.94458 -24.22229 -2.38770
H 15.58858 -24.82965 -2.45141
H 14.31724 -26.34368 -2.01103
*
```

***

Entry 6:
The following is a quantum chemistry calculation of a cluster of 2 separate species, C29H32N4O3S in total, from OMol25.

Computed properties:
Electronic energy   -1967.17540 a.u.
Relative energy (zero: lowest compared OMol25 entry of this formula, charge and spin)   2.434 eV

ORCA input file:
```
! wB97M-V def2-TZVPD RIJCOSX def2/J DEFGRID3
* xyz 0 1
C -4.56502 0.22355 2.74285
N -3.34019 -0.22900 3.36662
C -3.49240 -1.27384 4.29020
O -4.58791 -1.71468 4.59554
N -2.29995 -1.77450 4.84321
C -2.42696 -2.86141 5.79192
C -1.03298 -1.25017 4.59072
O -0.07012 -1.65797 5.26070
C -0.89729 -0.17919 3.61577
C 0.34346 0.38042 3.43200
C 0.55709 1.68907 2.85630
C -0.35538 2.75076 3.09262
C -0.28888 3.98385 2.47262
C 0.76329 4.22949 1.54236
N 0.80426 5.39013 0.82457
C -0.06063 6.51790 1.12544
C -1.43383 6.07963 1.62645
C -1.33330 5.03432 2.72162
C 1.93587 5.71208 -0.02506
C 2.52351 4.47018 -0.68516
C 2.82241 3.39270 0.33543
C 1.72929 3.19696 1.33439
C 1.64829 1.98574 2.00701
C -2.11104 0.29777 2.92917
O -2.13453 1.14311 2.02844
H -4.37689 1.17083 2.24554
H -4.90302 -0.51564 2.01047
H -5.32766 0.31659 3.51709
H -1.45275 -3.00070 6.25686
H -3.18511 -2.60527 6.53524
H -2.72072 -3.77716 5.26823
H 1.20662 -0.21314 3.71037
H -1.16461 2.57617 3.79827
H 0.42572 7.17907 1.86859
H -0.16652 7.11942 0.21171
H -1.97370 6.95695 1.98830
H -2.00350 5.68521 0.78114
H -2.30414 4.54647 2.84540
H -1.11725 5.53090 3.67680
H 1.60032 6.42887 -0.78539
H 2.70829 6.22651 0.57837
H 1.81164 4.09159 -1.42341
H 3.43405 4.73865 -1.21813
H 2.99177 2.43869 -0.16777
H 3.74236 3.63903 0.88146
H 2.40965 1.22423 1.81562
C 4.33638 -4.63265 4.06524
S 2.85720 -3.63673 3.55950
C 2.11851 -3.68864 5.20170
C 3.49254 -2.05230 3.36561
C 4.69550 -1.88321 2.63380
C 5.55872 -0.76827 2.89269
C 6.73044 -0.59817 2.17217
C 7.06868 -1.47363 1.13539
C 8.19573 -1.23329 0.29456
N 9.14410 -1.06932 -0.36892
C 6.29594 -2.62354 0.94019
C 5.14291 -2.82972 1.66209
H 5.07869 -4.68186 3.26331
H 4.74476 -4.14660 4.95762
H 3.99840 -5.64178 4.32455
H 1.30386 -2.95701 5.20611
H 1.71953 -4.69995 5.37050
H 2.88351 -3.44569 5.93718
H 3.07704 -1.24573 3.96384
H 5.27504 -0.06118 3.67283
H 7.38434 0.24527 2.38527
H 6.60006 -3.33512 0.18019
H 4.54263 -3.71391 1.44643
*
```

***

| no. | LUMO energy (eV) |
| --- | --- |
| 1 | -0.19 |
| 2 | -1.59 |
| 3 | 2.72 |
| 4 | -6.20 |
| 5 | -0.21 |
| 6 | -0.91 |